# 1
This record from the Open Molecules 2025 dataset describes a molecular structure, C10H21MgN3P in a non-equilibrium geometry. The level of theory is ωB97M-V with the def2-TZVPD basis set.

Atoms and positions in Å:
C (-0.802, 1.163, -3.241)
C (-0.164, 0.321, -4.093)
C (0.103, -1.080, -3.851)
C (-0.916, -1.909, -3.249)
C (-1.896, -1.295, -2.522)
Mg (-0.174, -0.310, -1.919)
P (-0.548, 2.608, -0.907)
H (-1.064, 2.202, -3.451)
H (0.155, 0.638, -5.097)
H (0.922, -1.576, -4.365)
H (-2.850, -1.734, -2.234)
H (-0.848, -3.000, -3.464)
H (-1.640, 2.916, -0.038)
H (-0.341, 3.979, -1.195)
H (0.487, 2.576, 0.044)
C (2.946, -0.581, 1.709)
N (1.539, -0.424, 2.090)
C (1.175, -1.023, 3.375)
C (0.572, -0.292, 1.124)
N (0.878, -0.432, -0.153)
N (-0.693, -0.016, 1.568)
C (-0.862, 0.840, 2.736)
C (-1.848, -0.126, 0.698)
H (3.540, -0.619, 2.630)
H (3.276, 0.282, 1.109)
H (3.123, -1.532, 1.170)
H (1.018, -0.270, 4.164)
H (0.276, -1.657, 3.289)
H (2.010, -1.649, 3.718)
H (1.863, -0.701, -0.223)
H (-1.595, 1.642, 2.542)
H (-1.235, 0.224, 3.568)
H (0.100, 1.295, 3.011)
H (-2.047, 0.799, 0.132)
H (-1.724, -0.969, 0.004)
H (-2.735, -0.288, 1.322)

Output
E_LUMO (spin up / spin down)	0.11425 / 0.10101	Ha
highest occupied orbital energy (spin up / spin down)	-3.4624 / 0.4794	eV
total charge	-1
strongest force on any atom	2.0	eV Å⁻¹
E_tot	-29907.4546	eV
frontier orbital gap (spin up / spin down)	6.6 / 2.3	eV

# 2
This record from the Open Molecules 2025 dataset describes a molecular structure, C41H49BaN10O5S2. The level of theory is ωB97M-V with the def2-TZVPD basis set.

Atoms and positions in Å:
Ba (0.005, -0.069, -0.737)
C (1.169, -3.395, 2.071)
C (2.289, -2.427, 2.486)
C (2.382, -1.093, 1.726)
N (2.258, -1.281, 0.302)
C (3.266, -1.614, -0.452)
C (4.638, -1.505, -0.074)
C (5.786, -2.020, -0.640)
C (5.945, -2.926, -1.681)
C (4.901, -3.478, -2.422)
C (3.573, -3.129, -2.471)
C (2.871, -2.041, -1.842)
N (1.799, -1.485, -2.316)
C (1.317, -1.840, -3.637)
C (0.126, -2.816, -3.647)
C (-1.265, -2.234, -3.325)
N (-1.532, -2.098, -1.907)
C (-2.124, -3.058, -1.260)
C (-2.522, -4.307, -1.847)
C (-3.502, -5.200, -1.476)
C (-4.378, -5.182, -0.395)
C (-4.304, -4.296, 0.674)
C (-3.365, -3.331, 0.966)
C (-2.229, -2.860, 0.232)
N (-1.254, -2.163, 0.735)
C (-1.059, -2.048, 2.162)
C (-0.210, -3.198, 2.714)
H (1.501, -4.402, 2.341)
H (1.066, -3.384, 0.984)
H (3.241, -2.943, 2.324)
H (2.224, -2.214, 3.560)
H (3.301, -0.587, 2.051)
H (1.564, -0.429, 2.027)
H (4.798, -0.902, 0.813)
H (6.707, -1.710, -0.151)
H (6.949, -3.281, -1.883)
H (5.179, -4.296, -3.083)
H (2.967, -3.721, -3.146)
H (2.102, -2.279, -4.262)
H (1.011, -0.907, -4.127)
H (0.332, -3.654, -2.973)
H (0.072, -3.231, -4.660)
H (-2.013, -2.855, -3.833)
H (-1.335, -1.234, -3.769)
H (-1.998, -4.561, -2.760)
H (-3.630, -6.036, -2.160)
H (-5.151, -5.941, -0.365)
H (-5.073, -4.418, 1.434)
H (-3.488, -2.861, 1.935)
H (-1.977, -1.986, 2.759)
H (-0.528, -1.108, 2.334)
H (-0.783, -4.119, 2.566)
H (-0.102, -3.060, 3.797)
C (-2.724, 4.730, -1.265)
O (-3.431, 3.482, -1.283)
C (-2.803, 2.498, -0.623)
O (-1.802, 2.654, 0.037)
N (-3.450, 1.313, -0.795)
N (-2.951, 0.205, -0.100)
H (-3.314, 5.399, -1.884)
H (-1.719, 4.607, -1.670)
H (-2.661, 5.113, -0.247)
H (-4.420, 1.357, -1.076)
H (-3.083, -0.637, -0.648)
H (-3.352, 0.133, 0.833)
N (6.173, 1.748, -4.646)
C (4.948, 2.034, -4.031)
C (4.208, 3.156, -4.405)
C (3.014, 3.454, -3.768)
C (2.553, 2.635, -2.752)
C (3.292, 1.525, -2.362)
C (4.481, 1.224, -2.995)
S (0.980, 2.933, -2.000)
O (0.069, 1.921, -2.553)
O (0.600, 4.301, -2.264)
N (1.118, 2.513, -0.479)
C (2.027, 3.046, 0.361)
N (2.854, 4.037, -0.043)
C (3.755, 4.459, 0.818)
C (3.881, 3.944, 2.105)
C (2.979, 2.947, 2.429)
N (2.058, 2.493, 1.590)
H (6.241, 2.067, -5.599)
H (6.455, 0.783, -4.555)
H (4.578, 3.798, -5.197)
H (2.435, 4.326, -4.044)
H (2.943, 0.884, -1.561)
H (5.048, 0.351, -2.687)
H (4.412, 5.249, 0.463)
H (4.627, 4.294, 2.803)
H (2.994, 2.485, 3.415)
C (-1.028, 3.079, 2.926)
S (-1.513, 1.388, 2.577)
O (-3.011, 1.347, 2.603)
C (-0.967, 0.699, 4.141)
C (-1.901, 0.156, 5.003)
C (-1.466, -0.459, 6.172)
C (-0.113, -0.531, 6.460)
C (0.818, 0.013, 5.581)
C (0.394, 0.628, 4.416)
H (-1.604, 3.420, 3.785)
H (-1.252, 3.648, 2.027)
H (0.043, 3.094, 3.109)
H (-2.951, 0.212, 4.742)
H (-2.187, -0.892, 6.854)
H (0.223, -1.021, 7.365)
H (1.877, -0.055, 5.798)
H (1.112, 1.035, 3.710)

Output
E_LUMO	0.08345	Ha
highest occupied orbital energy	-3.9224	eV
total charge	-1
strongest force on any atom	0.8	eV Å⁻¹
E_tot	-90817.7150	eV
frontier orbital gap	6.2	eV
ΔE to the lowest compared entry with this formula, charge and spin	24.0	kJ/mol

# 3
This record from the Open Molecules 2025 dataset describes a single C2H3OP molecule in a non-equilibrium geometry. The level of theory is ωB97M-V with the def2-TZVPD basis set.

Atoms and positions in Å:
O (-0.953, 0.573, -1.736)
C (-0.282, 0.299, -0.811)
C (0.401, -0.624, 0.051)
P (0.430, 1.117, 0.876)
H (-0.144, -1.462, 0.469)
H (1.396, -0.891, -0.279)
H (-0.848, 0.988, 1.430)

Output
E_LUMO	0.02096	Ha
structure (SMILES)	O=C1CP1
highest occupied orbital energy	-8.5796	eV
strongest force on any atom	1.7	eV Å⁻¹
E_tot	-13456.7311	eV
frontier orbital gap	9.1	eV
ΔE to the lowest compared entry with this formula, charge and spin	99.2	kJ/mol

# 4
This record from the Open Molecules 2025 dataset describes a molecular structure, C41H41ClN11O4Tl. The level of theory is ωB97M-V with the def2-TZVPD basis set.

Atoms and positions in Å:
Tl (0.634, 0.340, 0.822)
N (-1.116, 2.307, 3.503)
C (-0.185, 1.759, 4.287)
N (-0.259, 1.962, 5.604)
C (0.715, 1.399, 6.312)
N (0.656, 1.536, 7.652)
N (1.747, 0.705, 5.808)
C (1.718, 0.565, 4.490)
N (0.778, 1.026, 3.681)
C (2.854, -0.183, 3.874)
C (3.678, -0.981, 4.660)
C (4.713, -1.668, 4.048)
C (4.906, -1.519, 2.683)
C (4.043, -0.686, 1.986)
N (3.035, -0.042, 2.563)
H (-1.776, 2.951, 3.900)
H (-0.933, 2.309, 2.510)
H (-0.033, 2.165, 8.023)
H (1.449, 1.273, 8.207)
H (3.492, -1.051, 5.722)
H (5.364, -2.308, 4.629)
H (5.710, -2.032, 2.173)
H (4.161, -0.523, 0.918)
C (-6.345, -1.161, -5.112)
O (-5.280, -0.260, -4.902)
C (-5.486, 0.762, -4.026)
C (-6.663, 0.965, -3.319)
C (-6.774, 2.052, -2.462)
C (-5.711, 2.924, -2.264)
C (-4.529, 2.711, -2.988)
C (-4.425, 1.653, -3.863)
N (-5.931, 4.071, -1.467)
N (-5.050, 4.631, -0.777)
C (-3.832, 4.081, -0.386)
C (-2.765, 4.977, -0.313)
C (-1.471, 4.583, -0.038)
C (-1.141, 3.241, 0.250)
O (0.037, 2.858, 0.527)
C (-2.267, 2.306, 0.276)
N (-1.975, 1.038, 0.624)
C (-2.933, 0.148, 0.734)
C (-4.285, 0.493, 0.608)
C (-4.609, 1.782, 0.276)
C (-3.594, 2.726, 0.010)
H (-5.987, -1.887, -5.838)
H (-7.227, -0.655, -5.514)
H (-6.618, -1.680, -4.189)
H (-7.503, 0.294, -3.432)
H (-7.693, 2.225, -1.915)
H (-3.701, 3.398, -2.872)
H (-3.520, 1.490, -4.434)
H (-2.977, 6.013, -0.551)
H (-0.658, 5.298, -0.045)
H (-2.629, -0.865, 0.980)
H (-5.056, -0.243, 0.792)
H (-5.646, 2.077, 0.247)
C (3.174, 2.218, -3.290)
C (4.075, 1.833, -2.109)
C (3.569, 2.466, -0.806)
C (4.268, 0.331, -1.984)
C (5.547, -0.183, -2.117)
C (5.795, -1.547, -2.045)
C (4.757, -2.425, -1.789)
C (3.453, -1.975, -1.640)
C (2.372, -2.966, -1.247)
C (1.893, -3.743, -2.480)
C (2.843, -3.932, -0.154)
C (3.208, -0.588, -1.794)
N (1.949, -0.017, -1.663)
H (3.167, 3.301, -3.419)
H (2.149, 1.898, -3.108)
H (3.529, 1.764, -4.218)
H (5.070, 2.238, -2.310)
H (2.537, 2.184, -0.605)
H (3.600, 3.553, -0.885)
H (4.189, 2.167, 0.042)
H (6.369, 0.498, -2.300)
H (6.801, -1.923, -2.178)
H (4.964, -3.483, -1.702)
H (1.523, -2.426, -0.833)
H (2.714, -4.328, -2.900)
H (1.527, -3.061, -3.247)
H (1.087, -4.427, -2.207)
H (3.511, -4.697, -0.553)
H (1.981, -4.442, 0.281)
H (3.364, -3.400, 0.645)
O (1.017, -0.728, -2.131)
O (-0.181, -0.281, -1.844)
Cl (0.355, -5.518, 3.653)
C (-0.191, -4.620, 2.281)
C (-0.969, -5.223, 1.307)
C (-1.364, -4.459, 0.220)
C (-0.970, -3.131, 0.156)
N (-0.230, -2.559, 1.103)
C (0.155, -3.283, 2.145)
H (-1.255, -6.262, 1.401)
H (-1.970, -4.894, -0.563)
H (-1.245, -2.494, -0.680)
H (0.761, -2.786, 2.896)

Output
E_LUMO	-0.05865	Ha
highest occupied orbital energy	-6.2331	eV
strongest force on any atom	1.0	eV Å⁻¹
E_tot	-84975.2836	eV
frontier orbital gap	4.6	eV
ΔE to the lowest compared entry with this formula, charge and spin	44.1	kJ/mol